C37H39CoF2GeN5O5S3 | ωB97M-V with the def2-TZVPD basis set

Positions of all 93 atoms, in Å:
Ge  1.7809  -0.0653  1.7300
Co  0.3744  -2.0187  1.0949
S  0.7939  -2.6222  3.1008
S  0.0229  -1.2933  5.5929
S  1.5384  -0.6718  -6.3888
F  3.0745  -2.8330  1.4460
F  1.7749  -4.2663  0.3915
O  -1.8239  2.4055  -1.7877
O  -1.4080  1.8084  -3.8130
O  -0.9887  -3.1972  0.2370
O  0.5464  -0.3130  -7.3668
O  1.8380  -2.0602  -6.1443
N  -0.2433  -0.5859  -2.8307
N  -1.2769  -1.1802  1.9220
N  -1.3565  1.6468  -2.6064
N  -1.2032  -0.8381  3.2695
N  0.2062  -0.9623  -0.6997
C  3.2261  0.0652  0.4114
C  -0.4940  3.1788  3.2030
C  1.0464  0.0386  -4.8223
C  0.2768  -1.4589  -1.9387
C  -3.9623  1.8077  5.2432
C  4.1526  0.4979  -1.7862
C  -3.3671  0.0855  1.9090
C  2.9272  1.6724  -6.8709
C  3.0635  0.1596  -6.7835
C  0.7794  -2.7995  -2.3328
C  -2.1922  0.4115  6.1028
C  5.4317  0.2301  -1.3166
C  -3.3390  2.9344  5.7577
C  -3.3872  0.5543  5.4097
C  0.9037  2.6161  0.8786
C  -2.1400  2.8008  6.4474
C  -0.3056  -1.5164  3.8790
C  0.2759  3.8442  1.0276
C  5.6114  -0.1167  0.0142
C  -1.6007  -0.9494  6.3422
C  0.8276  1.6428  1.8776
C  -0.6864  0.4989  -2.0963
C  -2.5505  -3.3975  -1.4829
C  -2.3838  -0.8749  1.3129
C  2.0199  -2.9180  0.5480
C  -0.4353  4.1228  2.1870
C  0.1383  1.9523  3.0523
C  -0.4333  0.2325  -0.7912
C  -3.5672  -2.8744  -2.2383
C  -1.5761  1.5468  6.6241
C  -2.0289  -2.7129  -0.3487
C  -0.1566  -0.7334  -4.2831
C  4.5176  -0.1991  0.8659
C  -2.6895  -1.5037  0.0398
C  3.0625  0.4124  -0.9311
C  -4.1644  -1.6515  -1.8924
C  -3.7425  -1.0076  -0.7563
H  -4.8981  1.9031  4.7038
H  -3.8715  -0.3239  4.9964
H  3.7939  2.0888  -7.3828
H  -0.0402  -1.7914  -4.4933
H  -1.0765  -0.3886  -4.7331
H  -3.7870  3.9126  5.6276
H  -1.0350  3.3908  4.1180
H  0.1971  -3.1930  -3.1636
H  -3.3856  0.9837  1.2824
H  -1.3686  -1.0586  7.4044
H  2.0358  1.9480  -7.4358
H  -3.0765  0.3720  2.9119
H  3.7981  -0.1695  -6.0466
H  1.4653  2.4234  -0.0300
H  -4.9641  -1.2383  -2.4933
H  0.6595  -3.4831  -1.4950
H  0.0821  1.2350  3.8621
H  -2.2933  -1.7471  6.0803
H  -4.3741  -0.3332  1.9121
H  6.6042  -0.3299  0.3915
H  -4.2272  -0.0821  -0.4712
H  -3.9135  -3.4144  -3.1130
H  -2.0843  -4.3424  -1.7400
H  4.6739  -0.4909  1.8989
H  2.0767  0.6396  -1.3264
H  -1.6488  3.6762  6.8585
H  4.0054  0.7863  -2.8218
H  -0.6850  0.8339  0.0603
H  1.9003  -0.0641  -4.1469
H  -0.9341  5.0785  2.3018
H  0.8090  1.0911  -4.9710
H  -0.6414  1.4454  7.1673
H  2.8737  2.1312  -5.8826
H  3.3339  -0.2816  -7.7458
H  1.8271  -2.7644  -2.6415
H  6.2834  0.2952  -1.9832
H  2.4233  -0.3196  3.0951
H  0.3395  4.5809  0.2354
H  2.4152  -2.5444  -0.3999

Its LUMO energy (spin up / spin down) is -0.92 / -1.08 eV. The spin multiplicity is 2. The value obtained for the HOMO energy (spin up / spin down) is -0.284 / -0.289 Ha. Its energy above the lowest of the compared OMol25 structures with the same formula, charge and spin is 1.882 eV. The calculation puts the HOMO-LUMO gap (spin up / spin down) at 6.81 / 6.77 eV.

HSTe4Zr | ωB97M-V with the def2-TZVPD basis set

Positions of all 7 atoms, in Å:
Te  -0.0907  -1.2642  1.6193
Te  -0.0907  1.6193  -1.2642
Te  -1.1557  1.1645  2.4119
Te  0.9743  2.4119  1.1645
Zr  -0.0907  -1.3105  -1.3105
S  2.4558  -1.3105  -1.3105
H  -2.0023  -1.3105  -1.3105

Its LUMO energy is 1.59 eV. The spin multiplicity is 1. The value obtained for the HOMO energy is -0.146 Ha. The net charge is -1. The calculation puts the HOMO-LUMO gap at 5.56 eV.

C18H20N2O3S | ωB97M-V with the def2-TZVPD basis set

Positions of all 44 atoms, in Å:
S  0.6995  2.3643  3.3121
O  -1.9614  2.4171  -3.3209
O  -2.4679  1.2809  -1.3812
O  -0.8213  -2.0982  2.4410
N  1.2062  -2.2515  -0.7637
N  1.3310  -2.0432  1.7534
C  -0.5420  2.1903  2.1090
C  -1.1624  1.3072  -3.2224
C  0.9237  -2.2551  -2.1815
C  1.2801  -3.4310  1.3372
C  -1.3010  3.3697  1.6172
C  0.2206  0.0156  2.3978
C  0.1831  -0.9979  -2.5615
C  2.4186  -1.3279  1.1319
C  -0.6810  0.8929  1.7369
C  -2.7973  2.3922  -2.1852
C  -0.8255  -0.5434  -1.7043
C  0.4903  -0.3016  -3.7178
C  1.0192  0.6725  3.2814
C  -0.1840  0.8647  -4.0766
C  -1.4727  0.6140  -2.0507
C  0.1819  -1.4588  2.1884
C  1.5561  -3.5266  -0.1777
C  2.1636  -1.2324  -0.3854
H  0.9345  -4.3084  -0.6159
H  2.5216  -0.3352  1.5659
H  3.3359  -1.8901  1.3329
H  -3.8505  2.3187  -2.5034
H  -1.4034  0.5614  1.0138
H  -1.7684  3.9013  2.4453
H  3.1182  -1.3405  -0.9344
H  0.2859  -3.1195  -2.3930
H  1.7340  -0.2601  -0.6395
H  -0.6405  4.0679  1.1025
H  -1.0608  -1.0874  -0.8055
H  2.0158  -4.0107  1.9045
H  1.7623  0.2663  3.9391
H  1.2722  -0.6684  -4.3658
H  0.2787  -3.7934  1.5756
H  1.8392  -2.3510  -2.7934
H  2.6132  -3.7888  -0.3643
H  0.0541  1.4015  -4.9792
H  -2.6593  3.3206  -1.6080
H  -2.0745  3.0383  0.9283

Its LUMO energy is 0.71 eV. The spin multiplicity is 1. The value obtained for the HOMO energy is -0.300 Ha. Its SMILES is Cc1cc(C(=O)N2CCN(Cc3ccc4c(c3)OCO4)CC2)cs1. Its energy above the lowest of the compared OMol25 structures with the same formula, charge and spin is 2.230 eV. The calculation puts the HOMO-LUMO gap at 8.87 eV.

C4H10O2S | ωB97M-V with the def2-TZVPD basis set

Positions of all 17 atoms, in Å:
S  2.7543  -0.6412  1.3283
O  -0.9805  3.1500  -4.0716
O  -2.3940  -1.9388  0.6435
C  1.2056  0.2199  0.6366
C  -1.2946  0.1461  0.1973
C  -2.4256  -0.8254  0.1122
C  -0.0262  -0.5373  0.8363
H  0.1556  -1.5481  0.3891
H  -1.1187  0.5138  -0.8558
H  1.4300  0.5167  -0.3757
H  -3.4118  -0.6333  -0.4227
H  -0.6390  2.2169  -4.0788
H  -0.2318  -0.7221  1.9165
H  3.1035  0.5307  1.8909
H  -0.7961  3.4164  -5.0090
H  -1.5484  1.0350  0.8910
H  1.2280  1.2251  1.1316

Its LUMO energy is 0.44 eV. The spin multiplicity is 1. The value obtained for the HOMO energy is -0.339 Ha. Its SMILES is O=CCCCS.O. Its energy above the lowest of the compared OMol25 structures with the same formula, charge and spin is 1.713 eV. The calculation puts the HOMO-LUMO gap at 9.65 eV.